# C32H92N4O12

12 unconnected molecules or ions with the total composition C32H92N4O12 in a non-equilibrium geometry (ωB97M-V with the def2-TZVPD basis set, the OMol25 dataset).

XYZ file:
```
140
Properties=species:S:1:pos:R:3:forces:R:3
O -3.11717 5.38831 1.67237 0.139 -0.541 -0.121
O -2.81568 0.14379 -5.35182 0.991 -0.645 -0.762
O -1.34230 -5.59920 1.22150 0.208 0.756 -0.357
O -2.94003 0.61852 0.90178 1.048 -0.343 0.656
O 2.81328 -2.38693 4.55713 -0.117 -0.686 -0.277
O -3.08726 -1.70959 2.32332 -0.488 1.282 -1.072
O -0.44503 -0.77956 -1.94149 0.782 1.570 1.294
O 4.93824 -0.51760 -2.97668 0.355 0.715 0.330
O 3.77540 -1.11167 0.12539 -0.163 -0.108 -0.551
O 2.98554 3.98173 2.44370 -0.736 1.251 0.227
O -4.28935 -1.96428 -4.00884 1.128 -0.566 0.047
O 4.52502 3.50612 -2.92583 0.065 -0.263 -0.079
N -0.61146 1.69296 -0.48877 -0.011 1.241 0.367
N 0.26938 -6.83540 4.27034 -0.920 -0.295 0.040
N 0.35996 4.20180 0.84205 0.446 -0.279 -0.582
N 2.21106 -1.87132 -2.37611 1.497 -0.173 -0.474
C 3.65351 -0.08370 -3.42872 -0.618 -1.699 -1.204
C 5.88303 -0.87314 -3.96957 -0.632 -0.867 -0.152
C -0.98547 -1.92992 3.34114 -0.725 -0.711 0.600
C -5.54260 -1.40948 -3.78765 -0.775 1.038 -0.034
C -6.16405 -1.07092 -5.11679 -0.940 -0.405 -0.765
C 0.91135 0.90606 1.33702 -0.048 -1.109 -0.759
C -0.86163 -6.59307 3.36276 0.060 1.115 -0.614
C -2.06698 -6.03412 4.12699 0.164 -0.451 0.280
C -2.41093 -2.44950 3.25686 0.770 -1.024 0.593
C -0.32684 5.01125 2.98994 -1.650 -0.070 0.363
C -0.80498 4.32929 1.68499 0.186 0.860 0.924
C 2.89155 -3.05924 1.23156 -0.659 0.056 -0.772
C -3.03759 1.46814 -5.00439 -1.619 0.368 -0.251
C 2.14321 3.24703 -2.54791 -0.189 -0.974 0.708
C 3.54909 3.24261 -1.92664 -0.889 1.048 0.040
C -4.12913 2.09867 -5.86274 -0.119 0.121 -0.610
C 3.44235 -0.12427 4.03806 0.789 1.238 -0.117
C -3.91297 6.42503 1.10719 0.983 0.267 0.588
C -1.87332 5.15605 0.96391 -0.683 1.218 -0.580
C 4.12063 -2.20314 0.94400 -0.001 -0.574 1.961
C -1.15739 -4.55800 0.27135 -0.781 0.040 -0.777
C 0.46637 0.77429 -0.15656 -1.763 -0.890 -0.368
C -4.08886 2.10256 -0.43490 -0.052 -0.708 -0.636
C 2.72302 -1.33632 -3.66524 -1.083 0.243 1.007
C 3.40566 3.83104 3.79010 0.564 -2.316 -0.638
C -0.38184 -5.62950 2.25448 -0.252 -0.709 -0.181
C 1.48819 -1.07602 -4.50661 0.420 1.108 -0.427
C -0.14392 -0.61300 -0.52622 0.749 -1.692 -0.157
C -1.25536 -1.87313 -2.28778 0.021 0.415 -0.378
C 4.86956 3.48112 3.66477 0.985 0.417 1.211
C -4.10718 0.71389 0.18644 -1.271 1.736 -0.031
C 2.65010 -1.03119 4.92836 0.269 -0.410 -0.841
H -1.49441 6.14147 0.69284 0.561 0.317 0.286
H -1.44876 -1.66657 -3.34041 -0.577 -0.298 0.051
H -4.23472 -0.11047 -0.51517 -0.021 0.028 -0.338
H 0.28603 3.30197 0.38935 -0.375 -0.039 -0.905
H -6.18624 -2.03249 -3.16661 -0.014 -0.145 0.013
H -4.95757 0.72644 0.86819 -0.311 -0.481 0.132
H 0.38093 -5.97946 4.79477 0.443 0.085 0.176
H -1.19195 4.97082 3.65180 0.043 0.189 0.383
H -5.07816 1.57211 -5.76188 -0.013 0.030 0.297
H 0.49089 -1.45838 -0.26073 0.749 -0.083 0.110
H -4.73880 6.66436 1.77714 -0.076 -0.482 0.000
H -0.46506 -2.55856 4.06370 0.313 0.144 0.192
H -2.97863 -5.94561 3.53608 0.223 -0.006 -0.261
H -3.21417 2.14328 -1.08402 -0.147 0.332 -0.318
H -3.98896 2.88571 0.31663 -0.093 -0.136 0.127
H 3.59770 4.01474 -1.15883 -0.054 0.361 0.070
H 2.92667 -1.64923 -1.69886 0.085 -0.362 0.461
H -0.85677 1.57990 -1.46198 0.077 -0.058 -0.224
H 3.05122 4.93478 2.34895 -0.233 0.169 -0.931
H -5.35313 -0.48620 -3.24015 -0.096 0.008 0.213
H -1.42738 1.40633 0.03298 -0.316 0.023 0.209
H -6.37011 -1.96052 -5.71198 0.423 -0.471 -0.001
H 1.40052 -1.34823 -2.07697 -0.186 0.134 -0.432
H -2.29164 -6.69617 4.96324 -0.026 -0.128 0.053
H 5.18722 2.51276 3.27816 -0.845 -0.152 -0.255
H -4.27706 6.26828 0.09182 -0.022 -0.508 -0.086
H -3.88993 -2.19275 2.11381 -0.999 -0.233 -0.455
H 5.59049 -1.80183 -4.45951 -0.307 -0.196 -0.218
H -0.11041 -4.65203 2.65321 -0.395 0.412 0.150
H 4.91426 -2.87500 0.61711 0.170 0.210 -0.914
H -2.11376 2.03039 -5.14050 0.061 -0.110 0.440
H 1.74825 1.60343 1.37397 -0.261 0.134 0.473
H -1.04027 -0.86494 0.04050 -0.406 0.757 0.190
H 5.32583 4.22931 3.01659 0.219 0.106 0.166
H -5.51249 -0.44714 -5.72873 -0.148 0.106 0.157
H 1.76355 4.14919 -3.02755 0.779 0.109 -0.227
H -2.92736 -2.42014 4.21630 0.162 0.286 0.432
H -3.04519 -0.18816 1.41150 0.614 -0.579 0.741
H -0.75128 -2.83834 -2.23911 0.298 -0.113 0.326
H 3.76687 2.33509 -1.36354 -0.165 -0.489 -0.356
H 1.16946 4.05100 1.42692 0.062 0.324 0.274
H 0.11915 1.06427 2.06878 -0.387 1.031 -0.468
H -2.48716 -3.49786 2.96837 0.500 -0.279 -0.097
H 3.26700 -2.08898 -4.23592 0.511 -0.230 0.441
H 2.84052 2.97341 4.15506 -0.067 0.134 0.403
H 3.72688 0.45658 -4.37255 0.282 0.277 -0.159
H -0.29024 -4.59149 -0.38823 0.925 -0.367 0.668
H -2.09051 4.74223 -0.02082 -0.077 -0.653 -0.034
H -7.17792 -0.67300 -5.07416 0.107 0.628 0.401
H 3.26981 -0.23249 2.96726 -0.224 -0.441 0.084
H 2.96244 -3.92629 1.88829 0.768 0.287 0.289
H 4.52078 -1.77765 1.86429 -0.066 -0.140 0.437
H -3.30748 7.33112 1.08554 0.163 0.323 -0.191
H -1.86711 -5.05581 4.56411 0.202 0.126 -0.095
H 3.23748 4.67700 4.45654 -0.092 0.217 -0.296
H 6.83737 -1.14128 -3.51631 -0.044 0.532 0.336
H 0.55334 -6.02458 1.85767 0.343 -0.221 -0.204
H -1.92460 -4.63042 -0.49951 -0.587 -0.236 0.411
H -0.09497 6.06970 2.87157 0.044 0.056 -0.412
H -3.48549 1.52560 -4.01233 0.808 0.201 0.618
H -4.28636 3.13993 -5.58134 -0.020 0.090 0.009
H 1.22683 -0.05142 1.75152 0.689 -0.328 -0.562
H 0.77883 -1.90336 -4.52746 0.294 -0.114 0.092
H 3.66562 -2.66609 4.89945 0.051 -0.176 -0.099
H 6.01384 -0.14808 -4.77285 -0.004 0.463 0.199
H -2.15906 -1.88473 -1.67843 -0.242 -0.103 -0.132
H -0.46717 -2.02584 2.38706 -0.064 0.332 -0.040
H 1.61216 -0.77747 4.71299 -0.212 -0.218 0.836
H 2.01942 2.37186 -3.18575 0.113 0.225 -0.479
H -4.40767 -2.76789 -4.52052 0.134 -0.241 -0.040
H -3.90942 2.05360 -6.92941 0.288 0.087 -0.070
H 0.50743 4.56342 3.52988 0.013 -0.442 -0.410
H 2.05610 -2.47041 1.61027 0.067 0.188 0.009
H 5.37391 3.24134 -2.56406 0.117 0.019 -0.103
H 1.09418 -7.00347 3.71216 0.255 0.105 0.117
H 1.25028 1.09095 -0.84455 0.578 -0.717 0.196
H 0.96052 -0.20579 -4.11627 -0.195 0.064 -0.062
H 5.32332 3.52097 4.65502 0.339 0.225 0.121
H -5.01673 2.22708 -0.99315 0.090 0.329 -0.238
H 4.51772 -0.16196 4.21202 0.172 -0.303 0.014
H 3.18016 0.91320 4.24548 -0.129 0.122 0.156
H -1.06755 -0.91095 3.71936 0.486 0.127 -0.236
H -1.26785 -3.55414 0.68140 0.159 0.034 0.385
H 4.45549 -0.43776 0.19540 0.084 -0.047 -0.119
H -3.44305 -0.47358 -4.96859 -0.154 -0.125 0.419
H 3.18936 0.57805 -2.69745 0.270 -0.175 0.198
H -1.27940 3.36530 1.86872 0.090 -0.258 0.444
H 2.99649 -0.99538 5.96124 -0.642 0.824 0.237
H -1.15068 -7.50151 2.83429 0.032 -0.252 0.233
H 2.57331 -3.50000 0.28681 -0.196 0.152 -0.253
H 1.82999 -0.84851 -5.51632 -0.331 0.042 -0.267
H 1.38880 3.07643 -1.77987 0.132 0.041 0.441
```
Positions in Å, forces in eV/Å.

Results
**Expectation value of S²**: 0.750
**Spin multiplicity**: 2
**Total charge**: -1
**HOMO (alpha / beta)**: 0.52 / -6.51 eV
**Electronic energy**: -2396.0524 a.u.
**LUMO energy (alpha / beta)**: 1.9077 / 1.8792 eV

Atom charges from the Löwdin analysis, given in e for atoms 1 to 99:
1. O -0.201
2. O -0.078
3. O -0.192
4. O -0.128
5. O -0.094
6. O -0.242
7. O -0.247
8. O -0.195
9. O -0.081
10. O -0.106
11. O -0.123
12. O -0.078
13. N 0.037
14. N 0.031
15. N 0.052
16. N 0.075
17. C -0.163
18. C -0.116
19. C -0.090
20. C -0.358
21. C -0.099
22. C -0.023
23. C -0.422
24. C -0.082
25. C -0.400
26. C -0.051
27. C -0.418
28. C -0.083
29. C -0.329
30. C -0.068
31. C -0.314
32. C -0.098
33. C -0.093
34. C -0.123
35. C -0.190
36. C -0.317
37. C -0.129
38. C -0.346
39. C -0.081
40. C -0.389
41. C -0.314
42. C -0.232
43. C -0.072
44. C -0.163
45. C -0.102
46. C -0.096
47. C -0.370
48. C -0.310
49. H 0.108
50. H 0.079
51. H 0.097
52. H 0.007
53. H 0.094
54. H 0.096
55. H 0.061
56. H 0.071
57. H 0.047
58. H 0.100
59. H 0.082
60. H 0.064
61. H 0.067
62. H 0.052
63. H 0.069
64. H 0.101
65. H 0.025
66. H 0.078
67. H 0.089
68. H 0.108
69. H 0.033
70. H 0.070
71. H 0.017
72. H 0.069
73. H 0.068
74. H 0.082
75. H 0.008
76. H 0.074
77. H 0.109
78. H 0.108
79. H 0.113
80. H 0.065
81. H 0.104
82. H 0.074
83. H 0.051
84. H 0.080
85. H 0.098
86. H 0.032
87. H 0.078
88. H 0.096
89. H 0.017
90. H 0.079
91. H 0.083
92. H 0.118
93. H 0.090
94. H 0.118
95. H 0.076
96. H 0.114
97. H 0.075
98. H 0.057
99. H 0.071